Entry 1:
{
  "formula": "C18H42Cl6N2",
  "method": "ωB97M-V with the def2-TZVPD basis set",
  "elements": ["Cl", "C", "C", "Cl", "H", "H", "H", "H", "Cl", "C", "C", "Cl", "H", "H", "H", "H", "Cl", "C", "C", "Cl", "H", "H", "H", "H", "C", "C", "N", "C", "C", "C", "C", "H", "H", "H", "H", "H", "H", "H", "H", "H", "H", "H", "H", "H", "H", "H", "C", "C", "N", "C", "C", "C", "C", "H", "H", "H", "H", "H", "H", "H", "H", "H", "H", "H", "H", "H", "H", "H"],
  "positions_angstrom": [[0.12756, -2.44269, -2.05285], [0.34156, -1.24569, -0.63985], [1.36656, -0.24869, -1.13785], [0.72656, 0.76531, -2.55985], [0.94456, -1.71569, 0.06715], [-0.65344, -0.80069, -0.34285], [2.38756, -0.82769, -1.52085], [1.61256, 0.21431, -0.20085], [3.72556, -0.53969, -5.15285], [2.73356, -1.90269, -4.86085], [1.78056, -1.99269, -6.08885], [0.66156, -0.67269, -6.25985], [2.34056, -1.98369, -3.92385], [3.54656, -2.72369, -4.94585], [1.32656, -2.98469, -5.96985], [2.42756, -1.87569, -6.96985], [8.13356, -4.68469, -2.47885], [6.90756, -4.10769, -1.42485], [5.87056, -3.06369, -1.94185], [4.53956, -2.69969, -0.76885], [7.37456, -3.65669, -0.64285], [6.21056, -4.85569, -1.07185], [5.21956, -3.65869, -2.78185], [6.46856, -2.08069, -2.27385], [-5.48544, 3.97631, 1.50415], [-5.25244, 2.67431, 0.78615], [-3.79244, 2.35531, 0.32315], [-3.44344, 0.96131, 0.18315], [-4.31944, 0.09431, -0.36985], [-3.39844, 3.10231, -0.80385], [-1.87144, 3.37531, -0.85185], [-6.50544, 4.33331, 1.81015], [-5.03844, 4.84531, 1.11415], [-5.05944, 3.96331, 2.49515], [-5.95644, 2.62931, -0.12585], [-5.51944, 2.08031, 1.52615], [-3.23244, 0.72931, 1.28615], [-2.45444, 0.85631, -0.23985], [-5.22044, -0.05969, -0.17585], [-4.14144, -1.00969, 0.00015], [-4.33044, 0.09031, -1.48385], [-3.91844, 4.11131, -0.66285], [-3.63544, 2.51931, -1.66985], [-1.47744, 3.66231, 0.07515], [-1.86244, 4.15631, -1.67985], [-1.38444, 2.61131, -1.11085], [-0.86344, -2.14269, 2.91415], [-0.75844, -0.67969, 3.36315], [0.44656, -0.13269, 2.60715], [0.25956, 1.21831, 2.19515], [-0.29644, 2.11531, 3.13415], [1.76656, -0.30969, 3.38715], [2.93256, -0.64269, 2.43215], [-1.01544, -2.36269, 1.85615], [-1.71144, -2.64169, 3.52715], [-0.23844, -2.95569, 3.28215], [-0.86544, -0.59369, 4.41615], [-1.70544, -0.16769, 3.01915], [-0.48944, 1.04331, 1.49715], [1.11056, 1.54231, 1.60015], [-0.71344, 1.93331, 4.04415], [-0.86144, 2.86231, 2.63215], [0.75656, 2.58231, 3.59515], [1.65756, -1.19869, 3.80115], [1.99556, 0.45331, 4.10415], [3.69556, -1.06169, 3.14115], [3.31056, 0.41031, 1.89515], [2.76656, -1.54469, 1.57115]],
  "mulliken_charge": [-0.225, 0.266, 0.041, -0.185, 0.092, -0.097, 0.041, 0.004, -0.175, -0.063, -0.469, -0.164, 0.033, 0.189, 0.307, 0.341, -0.173, -0.472, -0.412, -0.118, 0.332, 0.303, 0.213, 0.321, -1.337, -0.495, 0.471, 0.130, -1.737, -0.369, -1.233, 0.355, 0.365, 0.343, 0.262, 0.423, -0.082, 0.042, 0.676, 0.364, 0.275, 0.431, 0.283, 0.244, 0.383, 0.216, -1.194, -0.476, 0.781, -0.485, -1.652, -1.017, -0.642, 0.213, 0.380, 0.378, 0.364, 0.199, 0.098, 0.530, 0.476, 0.352, 0.257, 0.626, 0.285, 0.495, 0.186, -0.091],
  "fmax_ha_per_bohr": 0.17483,
  "e_homo_ev": -8.04,
  "energy_ev": -97452.884,
  "smiles": "CCN(CC)CC.CCN(CC)CC.ClCCCl.ClCCCl.ClCCCl"
}


Entry 2:
{
  "formula": "C3H6ClNS",
  "method": "ωB97M-V with the def2-TZVPD basis set",
  "elements": ["C", "C", "C", "H", "H", "H", "H", "H", "H", "N", "S", "Cl"],
  "positions_angstrom": [[2.48957, -0.19725, -0.30147], [-1.11733, 0.78819, -0.10726], [-2.04918, -0.22709, 0.51213], [2.64018, 0.47510, 0.55892], [3.20923, -0.98624, -0.08631], [2.76724, 0.25701, -1.25720], [-1.56125, 1.75279, -0.27473], [-2.48509, 0.04096, 1.45856], [-1.43411, -1.15355, 0.61249], [0.10990, 0.66782, -0.43286], [0.88759, -0.88873, -0.19712], [-3.45675, -0.52902, -0.48518]],
  "mulliken_charge": [-0.805, 0.007, -0.317, 0.271, 0.336, 0.288, 0.361, 0.298, 0.185, -0.391, -0.042, -0.192],
  "fmax_ha_per_bohr": 0.03964,
  "e_homo_ev": -8.76,
  "energy_ev": -28055.029,
  "smiles": "CS/N=C\\CCl"
}


Entry 3:
{
  "formula": "C29H26F8N3O5S3",
  "method": "ωB97M-V with the def2-TZVPD basis set",
  "elements": ["N", "C", "O", "C", "C", "C", "C", "C", "C", "N", "C", "C", "C", "C", "F", "F", "C", "F", "F", "F", "C", "C", "C", "C", "C", "S", "C", "C", "C", "C", "N", "C", "C", "C", "C", "C", "C", "C", "O", "S", "H", "H", "H", "H", "H", "H", "H", "H", "H", "H", "H", "H", "H", "H", "H", "H", "H", "H", "H", "H", "H", "H", "H", "H", "H", "H", "C", "F", "F", "F", "S", "O", "O", "O"],
  "positions_angstrom": [[-2.84372, 0.85729, 2.00270], [-2.14530, 0.15799, 2.71377], [-1.72539, -0.94145, 3.52024], [-0.71952, -1.72093, 2.86132], [0.07781, -2.73101, 3.78703], [1.19879, -3.65397, 3.23710], [1.48375, -3.57764, 1.68682], [0.73705, -2.63168, 0.70860], [-0.37732, -1.69895, 1.34948], [0.91155, -2.52671, -0.75234], [-0.17097, -3.31947, -1.43207], [-1.36064, -2.33362, -1.92619], [-2.83525, -2.99883, -1.81974], [-3.94920, -1.90531, -1.47766], [-3.82435, -1.42136, -0.13092], [-5.23034, -2.56938, -1.63884], [-3.99028, -0.65576, -2.50891], [-3.05751, 0.36735, -2.21157], [-3.91485, -1.04059, -3.87280], [-5.29443, -0.05889, -2.33942], [2.26606, -2.86978, -1.22197], [3.27729, -3.85343, -0.57165], [4.70050, -4.19654, -1.14185], [5.15462, -3.53798, -2.48442], [4.15101, -2.53092, -3.18577], [4.76269, -1.81807, -4.80467], [2.73028, -2.18720, -2.57768], [1.82386, -1.17441, -3.42372], [2.40933, 0.33747, -3.34582], [2.55156, 0.85630, -1.79857], [2.16176, 2.30983, -1.82217], [2.72303, 3.06600, -0.65797], [1.51038, 3.57987, 0.26903], [0.32798, 4.42334, -0.33088], [-0.87429, 4.90382, 0.53016], [-0.91994, 4.56508, 2.05804], [0.26553, 3.75118, 2.68980], [1.47809, 3.26155, 1.80236], [2.51985, 2.52775, 2.48960], [2.81592, -4.71991, 1.02455], [-0.14931, -2.81967, 4.91760], [1.79416, -4.39295, 3.87816], [-0.95256, -0.99655, 0.63883], [0.28722, -3.78017, -2.38500], [-0.52821, -4.11125, -0.67327], [-1.31407, -1.29118, -1.44296], [-1.17632, -2.15406, -3.05806], [-2.81284, -3.86732, -1.06442], [-3.07986, -3.41356, -2.86932], [5.38264, -4.94777, -0.58919], [6.17774, -3.77877, -2.96487], [5.72765, -0.85159, -4.50582], [0.73662, -1.10805, -3.06516], [1.76757, -1.54433, -4.52224], [1.71851, 1.04320, -3.95619], [3.45191, 0.45013, -3.80312], [1.92717, 0.22503, -1.06964], [3.66994, 0.79139, -1.53897], [1.13185, 2.30449, -1.83765], [3.32357, 3.95549, -1.10523], [3.50185, 2.44023, -0.07406], [0.37265, 4.63678, -1.45188], [-1.72184, 5.48615, 0.03441], [-1.81024, 4.92204, 2.69884], [0.25537, 3.52792, 3.81620], [2.52022, 1.61164, 2.10830], [-5.60190, 3.93040, 4.85084], [-5.39724, 2.66852, 4.39286], [-6.60776, 4.44232, 4.09521], [-6.10896, 3.79439, 6.10336], [-4.06059, 4.97365, 4.80519], [-3.66426, 5.00732, 3.39797], [-3.10255, 4.27938, 5.66049], [-4.46350, 6.27575, 5.32580]],
  "mulliken_charge": [-0.403, 0.479, -0.312, 0.312, -0.525, -0.469, 0.416, -0.649, -0.064, 1.210, -0.909, -0.444, -0.900, 0.602, -0.202, -0.315, 0.670, -0.192, -0.256, -0.264, -0.365, 0.580, -0.539, -0.513, 0.108, -0.271, 0.146, -0.414, -0.622, -0.474, -0.266, -0.565, 0.286, -0.263, -0.615, -0.104, -0.441, 0.221, -0.580, -0.367, 0.327, 0.292, 0.034, 0.391, 0.495, 0.318, 0.470, 0.394, 0.278, 0.248, 0.317, 0.165, -0.304, 0.475, 0.421, 0.102, 0.135, 0.355, 0.276, 0.232, 0.297, 0.318, 0.340, 0.292, 0.369, 0.302, 0.558, -0.225, -0.243, -0.239, 1.204, -0.738, -0.691, -0.694],
  "fmax_ha_per_bohr": 0.12973,
  "e_homo_ev": -5.87,
  "energy_ev": -99433.808,
  "charge": -1
}